[1]
The following is a DFT calculation (ωB97M-V/def2-TZVPD) of a cluster of 2 separate species, C21H29OSi in total.

XYZ file:
```
52
Properties=species:S:1:pos:R:3:forces:R:3
C 1.730 -1.856 1.703 0.61 -0.52 0.11
C 0.657 -0.842 1.558 0.15 1.12 0.47
C 0.736 0.372 2.133 -0.21 -0.63 -0.81
C -0.336 1.394 2.035 -0.56 0.26 0.45
Si -1.582 1.176 3.483 0.16 0.12 -0.10
C -2.921 2.473 3.308 -0.10 0.06 0.01
C -2.337 -0.536 3.409 -0.06 -0.17 -0.02
C -0.686 1.399 5.111 0.07 0.03 0.11
H 1.456 -2.787 1.198 0.12 -0.01 0.19
H 2.672 -1.505 1.260 -0.12 -0.14 0.05
H 1.937 -2.077 2.760 -0.06 -0.08 -0.31
H -0.212 -1.119 0.964 -0.08 0.21 0.10
H 1.620 0.640 2.718 -0.18 -0.21 -0.06
H 0.058 2.419 2.118 -0.09 -0.27 -0.21
H -0.919 1.291 1.104 0.24 0.10 0.19
H -3.652 2.373 4.124 0.14 0.07 -0.22
H -2.498 3.486 3.352 -0.13 -0.22 -0.02
H -3.457 2.362 2.355 0.08 0.06 0.21
H -3.068 -0.658 4.223 0.17 0.01 -0.22
H -2.863 -0.701 2.457 0.08 0.01 0.20
H -1.575 -1.321 3.518 -0.19 0.19 -0.02
H -1.391 1.286 5.949 0.21 0.03 -0.19
H 0.111 0.652 5.235 -0.17 0.17 0.01
H -0.234 2.399 5.183 -0.10 -0.24 0.01
C -2.576 3.380 -3.950 -0.14 0.05 -0.02
O -3.045 2.162 -3.328 1.46 -0.89 0.34
C -2.093 1.262 -2.981 -0.64 0.47 -0.16
C -2.525 0.069 -2.342 -0.01 0.24 -0.14
C -1.600 -0.880 -2.000 0.16 -0.05 -0.04
C -0.194 -0.713 -2.254 -0.06 -0.32 0.28
C 0.655 -1.780 -1.872 -0.39 0.79 -0.52
C 2.063 -1.956 -1.982 0.97 -0.50 0.18
C 2.580 -3.188 -1.465 -0.34 0.42 -0.20
C 3.932 -3.486 -1.496 0.12 0.03 -0.07
C 4.838 -2.572 -2.058 -0.54 -0.15 0.17
C 4.369 -1.353 -2.563 -0.28 0.17 -0.08
C 3.011 -1.042 -2.533 0.12 -0.28 0.17
C 0.207 0.513 -2.858 -0.30 0.34 -0.16
C -0.713 1.472 -3.226 0.20 -0.03 0.00
H -3.479 3.966 -4.114 0.19 -0.02 -0.02
H -1.884 3.917 -3.287 -0.29 -0.12 -0.10
H -2.077 3.165 -4.904 -0.24 0.02 0.21
H -3.589 -0.064 -2.146 0.30 0.03 -0.06
H -1.923 -1.804 -1.517 0.02 0.26 -0.13
H 0.122 -2.641 -1.460 0.18 0.22 0.03
H 1.864 -3.898 -1.042 0.33 0.16 -0.11
H 4.280 -4.436 -1.085 -0.07 0.35 -0.18
H 5.900 -2.816 -2.103 -0.29 0.11 0.04
H 5.071 -0.633 -2.993 -0.28 -0.30 0.16
H 2.691 -0.090 -2.939 0.32 -0.36 0.11
H 1.248 0.732 -3.053 -0.38 -0.02 0.05
H -0.375 2.397 -3.707 -0.09 -0.56 0.30
```
Forces are in eV/Å.

Values from the calculation:
**Energy relative to the best compared isomer or geometry (same formula, charge and spin)**: 119.9 kJ/mol
**Largest force on an atom**: 0.0340 Eh/bohr
**Highest occupied orbital energy**: -10.7 eV
**Orbital gap**: 5.19 eV
**Lowest unoccupied orbital energy**: -0.20354 hartree
**Total charge**: +1

***

[2]
The following is a DFT calculation (ωB97M-V/def2-TZVPD) of a structure of composition C29H38N8O2PSn.

XYZ file:
```
79
Properties=species:S:1:pos:R:3:forces:R:3
Sn -0.314 -0.686 0.741 -0.09 -0.17 0.53
C -0.104 4.085 3.322 0.11 0.06 -0.01
C -0.603 2.688 3.447 -0.57 -0.63 -0.08
N -1.456 2.282 2.550 0.71 1.31 -0.48
N -2.396 2.644 1.888 -0.15 -0.84 -0.04
C -2.392 2.148 0.445 -0.21 0.10 0.29
O -1.691 1.209 0.107 0.10 0.15 0.22
C -3.285 2.908 -0.364 -0.01 0.03 -0.22
C -4.083 3.943 0.166 -0.07 0.04 0.03
C -4.888 4.680 -0.679 -0.02 -0.06 0.09
C -4.923 4.381 -2.034 -0.07 0.05 -0.08
C -4.148 3.351 -2.570 0.07 -0.06 0.01
C -3.331 2.617 -1.746 0.03 0.07 0.03
C -0.188 1.732 4.450 0.03 -0.06 0.16
C 0.668 2.101 5.477 0.02 -0.10 0.05
C 0.997 1.137 6.428 -0.02 0.10 -0.04
C 0.440 -0.117 6.308 -0.09 -0.07 -0.02
C -0.423 -0.387 5.235 0.08 -0.03 0.12
N -0.728 0.503 4.314 0.02 0.11 -0.06
H -0.584 4.620 2.509 -0.03 0.00 0.01
H -0.337 4.578 4.271 0.02 0.05 -0.03
H 0.977 4.112 3.184 0.01 -0.04 0.04
H -4.091 4.145 1.226 0.02 0.02 0.00
H -5.508 5.473 -0.284 0.01 0.01 0.02
H -5.570 4.949 -2.689 0.00 0.03 0.01
H -4.191 3.143 -3.630 0.00 -0.02 0.00
H -2.711 1.826 -2.143 0.00 -0.02 0.00
H 1.055 3.107 5.560 0.03 0.01 -0.03
H 1.667 1.376 7.243 -0.01 0.00 0.02
H 0.656 -0.894 7.028 0.01 0.00 -0.01
H -0.858 -1.374 5.132 -0.03 0.01 -0.02
N -2.389 -2.338 1.456 -0.03 0.07 0.01
C -2.578 -3.203 0.329 0.03 0.15 0.04
C -3.125 -4.452 0.413 -0.02 -0.06 -0.16
C -3.366 -5.215 -0.752 0.01 0.02 0.12
C -3.106 -4.689 -1.982 -0.01 0.03 -0.06
C -2.519 -3.406 -2.097 0.03 -0.03 -0.02
C -2.237 -2.811 -3.345 -0.05 -0.10 -0.03
C -1.629 -1.586 -3.402 0.01 0.08 0.06
C -1.247 -0.978 -2.206 0.01 0.09 -0.02
N -1.503 -1.489 -1.010 -0.08 -0.19 -0.10
C -2.193 -2.683 -0.928 0.13 0.06 -0.09
H -3.160 -1.672 1.489 0.03 0.02 0.04
H -2.432 -2.854 2.329 0.11 -0.04 -0.02
H -3.406 -4.855 1.378 -0.02 0.01 0.02
H -3.796 -6.201 -0.658 -0.01 -0.01 0.00
H -3.340 -5.242 -2.882 0.00 0.00 -0.01
H -2.510 -3.334 -4.253 0.01 -0.02 0.00
H -1.412 -1.102 -4.343 0.01 0.00 -0.01
H -0.690 -0.046 -2.223 -0.06 -0.10 0.04
C 1.685 -2.923 -2.098 0.00 -0.12 -0.02
N 2.820 -2.072 -1.784 -0.11 0.20 -0.13
C 3.972 -2.331 -2.659 0.04 0.02 -0.04
P 2.720 -0.579 -1.109 0.23 -0.02 0.18
O 1.294 -0.308 -0.575 0.10 -0.37 -0.52
N 3.071 0.661 -2.110 -0.16 0.22 -0.01
C 2.056 1.298 -2.948 0.08 -0.07 -0.02
C 4.438 1.067 -2.444 0.00 0.00 0.02
N 3.856 -0.555 0.055 -0.06 0.07 0.06
C 4.056 0.674 0.819 0.05 0.09 -0.01
C 4.799 -1.620 0.390 -0.03 -0.10 0.09
H 1.941 -3.966 -1.903 0.02 0.01 0.00
H 1.401 -2.835 -3.152 -0.02 0.02 0.02
H 0.835 -2.661 -1.483 -0.18 0.00 0.11
H 4.305 -3.361 -2.528 -0.01 0.00 0.02
H 4.806 -1.676 -2.416 0.01 -0.01 0.02
H 3.708 -2.180 -3.708 -0.01 0.01 0.00
H 1.061 0.974 -2.650 0.05 0.04 -0.01
H 2.209 1.054 -4.001 -0.01 -0.01 -0.01
H 2.115 2.382 -2.838 0.00 0.02 0.00
H 5.156 0.570 -1.797 0.01 0.00 0.00
H 4.545 2.145 -2.314 -0.01 0.01 0.00
H 4.671 0.821 -3.481 0.01 -0.02 -0.01
H 3.321 1.428 0.538 0.00 -0.02 -0.02
H 5.051 1.090 0.646 0.01 -0.02 -0.01
H 3.957 0.464 1.885 0.00 -0.01 0.01
H 4.536 -2.544 -0.113 -0.01 0.00 -0.01
H 4.781 -1.802 1.465 -0.01 0.03 0.01
H 5.817 -1.335 0.112 -0.01 0.01 -0.02
```
Forces are in eV/Å.

Values from the calculation:
**Energy relative to the best compared isomer or geometry (same formula, charge and spin)**: 79.4 kJ/mol
**Largest force on an atom**: 0.0304 Eh/bohr
**Highest occupied orbital energy**: -16.0 eV
**Orbital gap**: 5.66 eV
**Lowest unoccupied orbital energy**: -0.37973 hartree
**Total charge**: +3

***

[3]
The following is a DFT calculation (ωB97M-V/def2-TZVPD) of an isolated molecule of C4H10N4.

XYZ file:
```
18
Properties=species:S:1:pos:R:3:forces:R:3
C -1.201 1.238 0.741 3.25 0.16 -1.67
C 1.710 0.125 1.573 -0.15 -0.20 0.89
C -1.382 -0.041 0.653 -0.40 -1.92 -0.15
C 1.532 0.498 0.338 -1.21 -2.89 -3.77
N -1.186 -1.964 -0.574 0.48 -3.60 -1.01
N 0.146 0.591 -1.857 -1.95 -0.98 1.22
N -0.540 -0.901 -0.067 -1.50 2.45 1.56
N 0.455 -0.376 -0.776 5.37 3.16 1.28
H -1.826 1.779 1.277 -2.79 2.49 2.54
H -0.285 1.741 0.390 -1.10 -0.28 -0.15
H 2.557 0.571 2.158 -1.12 -0.63 -0.42
H 0.963 -0.604 1.966 0.96 0.68 0.11
H -2.150 -0.605 1.188 -0.03 0.39 -0.37
H 2.197 1.036 -0.325 -0.13 0.37 0.25
H -1.648 -1.880 -1.502 0.68 0.50 0.70
H -0.430 -2.684 -0.612 -1.38 0.28 -0.40
H 0.344 0.102 -2.683 0.29 -0.93 -1.29
H 0.745 1.375 -1.889 0.73 0.94 0.68
```
Forces are in eV/Å.

Values from the calculation:
**Energy relative to the best compared isomer or geometry (same formula, charge and spin)**: 622.4 kJ/mol
**Largest force on an atom**: 0.1237 Eh/bohr
**Highest occupied orbital energy**: -7.9 eV
**Orbital gap**: 9.03 eV
**Lowest unoccupied orbital energy**: 0.04086 hartree
**Total charge**: 0

***

[4]
The following is a DFT calculation (ωB97M-V/def2-TZVPD) of a structure of composition C24H28As2F6IN5NaO15S2.

XYZ file:
```
84
Properties=species:S:1:pos:R:3:forces:R:3
Na -1.879 1.004 -1.377 1.87 -1.98 -1.17
F -5.712 3.837 -1.767 0.15 -0.12 0.03
C -4.993 3.814 -0.643 -0.14 0.50 0.26
F -5.087 5.043 -0.081 -0.07 -0.19 -0.12
F -5.519 2.974 0.223 0.19 -0.05 -0.16
S -3.166 3.670 -1.061 -0.07 0.91 -0.38
O -2.834 2.593 -1.965 -1.04 2.18 -0.37
O -2.927 4.981 -1.587 0.05 0.14 -0.09
N -2.630 3.518 0.418 -0.09 -0.18 -0.04
S -1.290 2.850 0.782 0.67 1.24 0.15
O -0.686 2.054 -0.275 1.14 1.02 1.40
O -1.269 2.309 2.104 -0.28 -0.10 0.23
C -0.174 4.332 0.874 0.00 -0.05 -0.01
F 1.004 4.040 1.426 -0.08 -0.10 -0.04
F 0.033 4.801 -0.358 0.00 0.02 0.12
F -0.746 5.291 1.610 0.04 -0.08 -0.06
C -0.278 1.700 5.421 -0.05 -0.13 0.01
O 0.555 1.700 4.263 0.12 0.10 -0.18
C 0.436 0.634 3.465 -0.36 -0.07 0.37
O -0.227 -0.335 3.753 0.00 0.07 -0.13
C 1.203 0.824 2.198 0.17 0.13 0.37
C 2.541 1.022 2.270 -0.31 0.03 -0.23
As 3.187 -0.158 3.667 0.30 -0.07 -0.06
C 5.161 -0.259 3.542 -0.16 -0.02 0.05
C 2.710 -1.649 2.412 -0.17 0.12 0.01
C 1.669 -1.664 1.579 -0.11 0.35 -0.39
As 0.609 -0.101 0.579 1.00 -0.64 0.56
C -1.188 -0.765 0.979 -0.01 -0.02 0.14
C 1.211 -2.877 0.878 0.08 -0.41 -0.31
O 1.386 -3.023 -0.315 0.01 -0.05 0.11
O 0.509 -3.802 1.538 0.01 0.05 0.03
C 0.251 -3.639 2.944 -0.04 0.07 0.19
C 3.517 -2.844 2.770 0.09 -0.17 0.28
O 3.544 -3.271 3.900 -0.05 -0.03 -0.13
O 4.300 -3.421 1.845 0.01 -0.05 -0.03
C 4.533 -2.799 0.576 0.00 0.15 -0.15
C 3.256 1.354 1.019 0.21 0.26 -0.42
O 2.783 1.970 0.097 0.00 -0.01 0.15
O 4.547 0.953 1.011 0.01 -0.18 0.13
C 5.253 1.241 -0.194 -0.03 0.05 -0.12
H 0.084 2.508 6.050 0.00 0.01 -0.01
H -0.214 0.742 5.936 0.02 0.04 0.04
H -1.312 1.881 5.127 0.02 -0.01 -0.02
H 5.568 0.740 3.689 -0.02 0.00 -0.03
H 5.519 -0.659 2.598 -0.05 0.06 -0.02
H 5.493 -0.900 4.358 -0.05 0.01 0.03
H -1.212 -1.469 1.802 0.07 -0.03 0.05
H -1.590 -1.223 0.076 0.05 0.03 -0.04
H -1.814 0.079 1.245 -0.09 -0.01 0.04
H 1.115 -3.952 3.529 -0.01 -0.03 -0.03
H -0.599 -4.282 3.160 0.02 -0.02 -0.03
H 0.004 -2.608 3.195 0.00 -0.02 -0.05
H 3.759 -3.057 -0.142 -0.07 -0.04 0.04
H 5.493 -3.181 0.236 0.00 0.01 0.03
H 4.578 -1.713 0.666 0.03 -0.02 0.04
H 6.224 0.761 -0.100 -0.01 0.00 0.04
H 5.371 2.316 -0.325 -0.02 -0.01 0.01
H 4.711 0.846 -1.054 0.03 0.01 0.00
C 1.145 -3.307 -3.466 0.04 0.04 0.06
N -0.136 -2.912 -2.903 0.14 -0.17 0.10
C -0.907 -3.946 -2.225 -0.09 -0.01 0.05
C -0.315 -1.657 -2.545 -0.08 0.26 -0.16
N -0.516 -0.546 -2.296 0.31 -0.49 -0.25
H 0.972 -4.042 -4.255 0.01 0.00 0.01
H 1.789 -3.733 -2.694 0.00 -0.02 -0.01
H 1.635 -2.437 -3.895 -0.02 0.00 -0.03
H -1.116 -4.749 -2.934 -0.01 0.02 -0.01
H -1.853 -3.525 -1.888 -0.01 0.01 -0.04
H -0.358 -4.338 -1.367 0.02 0.00 -0.02
O -3.600 1.001 -0.109 -0.73 -0.13 0.56
N -4.065 0.639 -1.212 -2.01 -0.93 0.20
O -5.131 1.088 -1.646 0.28 -0.26 0.31
O -3.420 -0.203 -1.868 -0.73 -1.04 -0.54
I -2.871 -2.465 -5.101 -0.10 0.11 -0.04
C -3.207 -0.403 -4.952 -0.05 -0.17 -0.19
C -4.450 0.073 -4.582 0.00 0.15 -0.05
C -4.618 1.447 -4.507 0.05 -0.06 -0.10
C -3.540 2.264 -4.805 -0.07 -0.10 -0.18
N -2.358 1.796 -5.196 0.21 0.10 0.04
C -2.188 0.481 -5.258 -0.09 0.10 -0.08
H -5.259 -0.601 -4.340 0.01 0.01 0.07
H -5.561 1.871 -4.196 0.00 0.00 0.06
H -3.627 3.343 -4.742 -0.01 -0.02 0.04
H -1.215 0.131 -5.585 -0.01 -0.05 0.08
```
Forces are in eV/Å.

Values from the calculation:
**Largest force on an atom**: 0.0576 Eh/bohr
**Highest occupied orbital energy**: -6.4 eV
**Orbital gap**: 8.10 eV
**Lowest unoccupied orbital energy**: 0.06066 hartree
**Total charge**: -1

***

[5]
The following is a DFT calculation (ωB97M-V/def2-TZVPD) of an isolated molecule of C4H8O2.

XYZ file:
```
14
Properties=species:S:1:pos:R:3:forces:R:3
O -0.280 -1.788 0.549 0.28 -0.31 0.02
C -0.313 -0.801 -0.456 -0.12 -0.23 -0.67
C -1.174 0.375 0.042 0.65 -0.34 0.21
C -0.063 1.219 0.698 1.68 -0.72 0.06
C 1.100 -0.250 -0.655 -0.21 -0.22 -0.77
O 1.374 0.319 0.574 -1.24 1.32 -0.86
H 0.384 -1.486 1.190 -0.16 -0.09 -0.11
H -0.704 -1.224 -1.372 -0.22 -0.37 -0.11
H -1.719 0.851 -0.800 0.73 0.20 0.56
H -1.949 -0.034 0.703 0.43 0.18 0.09
H 1.166 0.588 -1.353 -0.29 -0.37 -0.80
H -0.053 2.193 0.168 1.00 -0.51 0.67
H 1.804 -1.032 -0.942 0.07 -0.09 0.18
H 0.427 1.069 1.654 -2.62 1.56 1.53
```
Forces are in eV/Å.

Values from the calculation:
**Energy relative to the best compared isomer or geometry (same formula, charge and spin)**: 320.1 kJ/mol
**Largest force on an atom**: 0.0663 Eh/bohr
**Highest occupied orbital energy**: -9.9 eV
**Orbital gap**: 10.87 eV
**Lowest unoccupied orbital energy**: 0.03644 hartree
**Total charge**: 0

***

[6]
The following is a DFT calculation (ωB97M-V/def2-TZVPD) of a structure of composition C2H7I2N3OS.

XYZ file:
```
16
Properties=species:S:1:pos:R:3:forces:R:3
C 1.455 0.614 0.411 -0.65 1.25 -0.78
C 0.176 -0.216 0.729 2.56 -1.51 -0.13
N -0.876 -1.264 -1.329 0.13 1.22 1.50
N 2.550 -0.265 0.061 -1.33 -1.60 0.10
N -2.593 -0.023 0.687 1.80 3.21 -2.56
O -1.162 1.340 -0.918 -0.13 -0.06 -0.56
S -1.099 -0.017 -0.455 -1.10 -1.34 1.56
I 4.215 0.669 -0.332 1.68 0.93 -0.39
I -4.330 0.529 -0.278 0.47 -0.08 0.07
H 1.206 1.345 -0.404 0.28 -0.35 0.63
H 1.803 1.201 1.280 -0.49 -0.28 -0.27
H -0.176 0.088 1.675 -0.56 -0.06 1.16
H 0.605 -1.293 0.670 -1.53 1.56 0.49
H -1.265 -1.016 -2.194 -0.92 -0.14 -2.03
H 2.326 -0.858 -0.739 -0.09 0.27 0.17
H -2.836 -0.833 1.137 -0.13 -3.01 1.05
```
Forces are in eV/Å.

Values from the calculation:
**Energy relative to the best compared isomer or geometry (same formula, charge and spin)**: 0.0 kJ/mol
**Largest force on an atom**: 0.0873 Eh/bohr
**Highest occupied orbital energy**: -8.9 eV
**Orbital gap**: 8.46 eV
**Lowest unoccupied orbital energy**: -0.01647 hartree
**Total charge**: 0